92
Properties=species:S:1:pos:R:3 method="wB97M-V/def2-TZVPD" gap_ev=5.54 homo_ev=-5.50 total_energy_ha=-2419.66150 relative_energy_kj_mol=167.4 lumo_ev=0.04 max_force_ev_per_a=4.22
Cd 0.759 0.775 0.248
P -4.199 -2.675 0.642
O 2.543 -0.724 -0.528
O 1.765 2.359 -1.198
O -2.918 -2.003 0.207
O 1.304 -0.208 2.105
O 0.210 -1.206 4.160
N 3.072 -2.750 -1.282
N 1.608 -2.468 0.504
N 2.980 1.972 1.212
N -0.411 2.656 1.259
N -0.421 -0.112 -1.426
N 3.548 2.695 0.272
N -1.339 -0.688 -3.515
N -1.677 -0.061 1.878
C -2.667 -0.885 -2.795
C 4.024 6.372 -3.001
C -0.389 -0.123 -2.735
C -5.356 -1.539 1.377
C 1.901 -0.194 5.634
C 3.245 -4.117 -1.122
C -3.359 0.454 -2.512
C -1.299 2.301 2.419
C 4.099 5.100 -0.941
C -2.336 1.241 2.033
C 2.388 -1.942 -0.441
C 0.136 -2.324 5.064
C 3.186 0.334 5.739
C -2.327 -1.450 -5.712
C 3.364 4.064 -1.565
C 1.864 0.115 3.185
C -5.188 -3.548 -0.670
C 4.337 6.256 -1.618
C 3.065 0.890 3.369
C 3.633 1.727 2.345
C 1.311 -0.420 4.380
C 2.947 4.223 -2.883
C 3.424 5.274 -3.648
C 2.799 2.951 -0.790
C 0.902 0.383 -3.491
C -3.782 -3.971 1.909
C -1.092 -1.001 -4.910
C 3.768 0.953 4.600
H -2.022 -2.000 -6.575
H -4.763 -0.844 1.992
H 0.293 3.333 1.502
H 2.382 -4.783 -1.353
H 1.192 -1.853 1.162
H -1.051 3.018 0.483
H -2.903 -2.209 -5.100
H -4.086 0.277 -1.739
H -2.972 -0.619 -5.925
H -3.243 -1.496 -3.490
H 4.372 7.301 -3.428
H -2.915 1.428 1.099
H -4.568 -4.317 -1.275
H 1.311 -0.552 6.467
H 4.659 2.037 2.386
H -5.564 -2.803 -1.377
H -3.048 -3.523 2.586
H 1.636 -3.479 0.606
H -3.015 1.198 2.891
H -0.628 -2.117 5.836
H 1.818 0.034 -2.981
H 2.337 3.507 -3.413
H -0.252 -3.121 4.410
H -2.648 1.187 -2.223
H -2.545 -1.432 -1.860
H -6.099 -1.912 2.085
H 4.819 7.095 -1.106
H 1.015 1.445 -3.215
H 1.028 -2.647 5.642
H -0.664 1.885 3.252
H -5.909 -0.964 0.700
H -0.215 -1.706 -4.889
H -3.930 0.782 -3.427
H 3.757 0.387 6.687
H -3.218 -4.714 1.403
H 3.504 -4.334 -0.035
H -0.661 -0.146 -5.507
H -4.662 -4.466 2.447
H -1.498 -0.426 2.821
H 0.843 0.373 -4.601
H 4.146 -4.506 -1.629
H 4.432 4.953 0.132
H -6.017 -4.114 -0.257
H -1.264 -0.559 -1.065
H 4.827 1.264 4.738
H 3.448 -2.262 -2.091
H -1.811 3.169 2.844
H 3.246 5.235 -4.706
H -2.316 -0.693 1.334

64
Properties=species:S:1:pos:R:3 method="wB97M-V/def2-TZVPD" gap_ev="6.34 / 6.79" homo_ev="-5.67 / -7.30" total_energy_ha=-2312.96092 relative_energy_kj_mol=27.2 lumo_ev="0.66 / -0.51" max_force_ev_per_a=2.62 multiplicity=5
Mn -0.790 -1.487 0.674
O 2.029 2.094 -1.648
O -0.461 -1.173 -3.082
C 1.231 -1.840 0.192
C -1.855 0.349 1.080
C 1.773 1.319 6.273
C 1.502 3.461 -1.690
C 0.043 3.418 -1.179
C -0.127 -0.608 -5.227
C 0.774 2.199 6.758
C -0.060 2.898 5.856
C -2.870 -1.742 0.810
C -0.366 2.011 -1.595
C 0.266 -2.607 2.185
C -1.484 -2.695 -4.775
C 0.981 -2.703 -4.414
C 0.912 1.209 -1.387
C 1.126 -1.604 1.623
C -0.275 -1.876 -4.372
C -0.417 0.066 -3.914
C -2.288 -1.696 2.130
C 1.358 1.794 2.599
C 0.121 2.760 4.487
C -0.177 -3.472 1.124
C 1.995 1.203 4.911
C -1.676 -0.395 2.299
C 0.424 -3.021 -0.114
C 1.178 1.918 3.978
C -2.601 -0.488 0.157
H -0.863 -0.474 -6.022
H -1.236 0.009 3.204
H 0.731 2.356 1.913
H 2.809 0.580 4.531
H -2.422 -2.130 -4.730
H 1.025 0.808 -0.362
H -0.859 3.538 6.234
H 0.317 -3.487 -1.089
H 0.900 -0.444 -5.579
H -0.498 3.287 3.769
H -3.445 -2.583 0.408
H 1.676 -0.863 2.198
H 0.856 -3.595 -3.796
H -2.392 -2.461 2.896
H 0.094 -2.765 3.258
H 2.360 0.735 6.984
H 0.037 3.510 -0.087
H 0.940 0.321 -2.038
H 2.171 4.158 -1.150
H 2.155 1.177 2.189
H -1.381 0.600 -3.869
H 1.863 -2.128 -4.103
H 1.491 3.782 -2.740
H 0.654 2.349 7.838
H 1.873 -1.307 -0.512
H -1.213 1.588 -1.075
H -1.559 -3.579 -4.137
H 1.151 -3.042 -5.444
H 0.433 0.734 -3.697
H -0.607 2.070 -2.668
H -2.956 -0.196 -0.830
H -1.346 -3.048 -5.802
H -0.819 -4.349 1.250
H -1.594 1.397 0.943
H -0.610 4.160 -1.627

16
Properties=species:S:1:pos:R:3 method="wB97M-V/def2-TZVPD" gap_ev=8.09 homo_ev=-4.23 total_energy_ha=-399.82973 relative_energy_kj_mol=93.4 lumo_ev=3.86 max_force_ev_per_a=1.82 total_charge=-1
O 2.039 0.525 -2.120
O -1.382 -0.582 0.796
O 0.626 -2.319 1.134
O -1.585 0.080 -1.620
N 0.504 0.968 1.321
C -0.948 0.721 1.007
H -1.423 -0.333 -0.654
H -0.297 -1.909 1.119
H -1.432 1.086 1.925
H 1.122 0.764 -1.908
H 2.323 0.018 -1.362
H 1.061 0.195 0.975
H -1.549 -0.677 -2.195
H 1.190 -1.681 0.688
H 0.876 1.672 0.683
H -1.125 1.473 0.211